Formula: C6H9I2NO
Source: the OMol25 dataset
Level of theory: ωB97M-V with the def2-TZVPD basis set

Properties
Molar mass   364.95 g/mol
Calculated total energy   -26099.8507 eV
Spin multiplicity   1

Each line ends with the natural charge from an NBO analysis.
Element x y z (Å)
C: -0.746 -0.308 -0.393  -0.402
C: 0.262 0.611 -1.126  -0.396
C: -0.195 -0.889 0.908  -0.470
C: 1.493 0.708 -0.078  -0.462
C: 1.138 -0.080 1.146  0.250
C: -0.497 1.148 2.872  -0.683
N: 1.925 -0.157 2.152  -0.095
O: 1.763 -0.644 3.366  -0.476
I: 0.054 3.149 3.451  0.165
I: -0.179 -0.388 4.301  0.661
H: -1.684 0.267 -0.200  0.197
H: -1.108 -1.044 -0.969  0.207
H: 0.602 0.087 -1.995  0.211
H: -0.096 1.650 -1.266  0.217
H: -0.857 -0.937 1.700  0.219
H: 0.301 -1.793 0.697  0.221
H: 2.495 0.332 -0.479  0.238
H: 1.553 1.846 0.144  0.238
H: -1.497 1.139 2.497  0.159